# 1
Computed, not measured: C26H24N7O3S3W as an isolated structure, with ωB97M-V/def2-TZVPD.

Cartesian coordinates (Å):
W (0.831, 0.626, -0.138)
S (0.935, -1.583, -0.958)
S (-1.156, 0.779, -1.723)
S (2.431, 1.019, -1.855)
O (0.926, 5.138, -1.406)
O (-0.016, -0.299, 1.520)
O (-0.142, 2.070, 0.960)
N (1.080, -3.366, -4.205)
N (-0.636, 1.637, 2.119)
N (-0.585, 0.421, 2.430)
N (3.072, 0.067, -5.358)
N (2.537, 1.058, 1.184)
N (-1.315, 2.417, -3.780)
N (-0.156, 3.237, -1.900)
C (-2.488, 3.143, 4.949)
C (-2.922, 3.116, -6.225)
C (-0.889, 6.576, -3.254)
C (-0.875, 2.281, -2.548)
C (4.497, 0.310, 2.312)
C (-1.159, 5.426, -2.521)
C (-2.559, 4.468, 4.534)
C (-0.029, 4.648, -1.948)
C (1.264, -2.492, -3.483)
C (-3.249, 7.007, -3.391)
C (-2.467, 5.068, -2.211)
C (-1.993, 4.854, 3.330)
C (1.491, -1.397, -2.584)
C (4.877, 1.624, 2.539)
C (-1.352, 3.922, 2.525)
C (2.904, 2.330, 1.408)
C (-1.856, 2.193, 4.164)
C (-1.304, 2.612, 2.965)
C (-3.515, 5.871, -2.638)
C (2.134, -0.270, -2.974)
C (-1.941, 7.356, -3.705)
C (-1.907, 4.049, -5.576)
C (-0.804, 3.297, -4.852)
C (3.324, 0.064, 1.630)
C (4.064, 2.649, 2.082)
C (2.646, -0.104, -4.305)
H (-1.835, 1.611, -4.103)
H (-4.533, 5.610, -2.384)
H (0.338, 2.800, -1.125)
H (-1.742, 8.243, -4.289)
H (2.988, -0.944, 1.423)
H (-0.287, 2.631, -5.548)
H (-2.404, 4.728, -4.886)
H (-3.058, 5.199, 5.155)
H (-3.594, 3.665, -6.883)
H (0.137, 6.850, -3.463)
H (-0.902, 4.206, 1.586)
H (-1.425, 4.666, -6.336)
H (2.246, 3.100, 1.022)
H (4.322, 3.687, 2.235)
H (-2.432, 2.349, -6.828)
H (-2.044, 5.885, 3.009)
H (-4.066, 7.630, -3.731)
H (5.098, -0.520, 2.652)
H (-2.671, 4.182, -1.623)
H (-2.928, 2.841, 5.889)
H (-3.550, 2.616, -5.485)
H (5.796, 1.844, 3.064)
H (-1.798, 1.162, 4.476)
H (-0.056, 3.960, -4.427)

Charge ... +1
Multiplicity ... 3
Largest force on an atom ... 0.753 eV Å⁻¹
E ... -78248.88422 eV
Orbital gap (spin up / spin down) ... 6.76 / 7.30 eV
Relative energy (zero: lowest compared OMol25 entry of this formula, charge and spin) ... 0.3779 eV

Results of the Löwdin charge analysis, in e, for atoms 1 through 4:
1 W 0.962
2 S 0.674
3 S 0.686
4 S 0.676

---

# 2
Computed, not measured: a 4-piece molecular cluster, C26H24NO2PS overall, with ωB97M-V/def2-TZVPD.

Cartesian coordinates (Å):
S (3.365, 1.131, 2.615)
P (2.524, 2.085, 1.093)
O (-0.116, -3.860, 0.621)
O (1.164, -3.643, -4.220)
N (0.826, -4.060, -1.769)
C (0.506, -3.354, -0.447)
C (-4.517, -3.626, 4.628)
C (-2.201, -4.045, 4.084)
C (-3.470, -1.669, -5.487)
C (-4.770, -3.293, 3.298)
C (3.344, 5.865, 2.412)
C (-1.113, -2.151, -5.703)
C (3.339, 7.238, 2.660)
C (-2.389, -2.526, -5.283)
C (2.313, -0.414, -2.904)
C (-0.919, -0.920, -6.330)
C (-3.740, -3.343, 2.359)
C (1.181, -1.883, -0.711)
C (2.605, 5.453, 4.675)
C (2.184, 0.696, -0.226)
C (1.616, -1.765, -2.292)
C (1.444, -0.663, 0.369)
C (2.585, 0.826, -1.821)
C (2.594, 6.826, 4.921)
C (-2.456, -3.721, 2.752)
C (-2.002, -0.067, -6.542)
C (2.982, 4.973, 3.421)
C (-3.233, -4.001, 5.022)
C (2.965, 7.717, 3.915)
C (-3.277, -0.441, -6.119)
C (1.213, -3.209, -2.958)
H (2.297, 7.201, 5.897)
H (-5.321, -3.593, 5.359)
H (3.625, 7.933, 1.875)
H (2.320, 4.758, 5.460)
H (-1.654, -3.762, 2.019)
H (-1.852, 0.890, -7.036)
H (-4.463, -1.959, -5.154)
H (-0.269, -2.817, -5.541)
H (2.992, 3.903, 3.229)
H (1.294, 2.720, 1.514)
H (-3.035, -4.258, 6.059)
H (-3.937, -3.087, 1.321)
H (2.963, 8.787, 4.109)
H (3.458, 3.001, 0.441)
H (3.080, 1.830, -2.195)
H (-2.540, -3.486, -4.797)
H (0.076, -0.626, -6.654)
H (0.138, -4.827, -1.937)
H (2.616, -0.364, -4.033)
H (-4.121, 0.225, -6.282)
H (-1.199, -4.333, 4.391)
H (1.120, -0.787, 1.494)
H (-5.770, -2.996, 2.993)
H (3.633, 5.491, 1.433)

Largest force on an atom ... 8.853 eV Å⁻¹
E ... -53050.57232 eV
Orbital gap ... 6.95 eV

Results of the Löwdin charge analysis, in e, for atoms 1 through 4:
1 S 0.088
2 P 0.342
3 O -0.022
4 O -0.031

---

# 3
Computed, not measured: C26H25BF2N9PbS3Sb as an isolated structure, with ωB97M-V/def2-TZVPD.

Cartesian coordinates (Å):
Pb (0.635, -0.115, -1.128)
Sb (2.990, 0.432, -3.858)
S (0.681, -0.446, -3.561)
S (3.318, -0.265, -1.118)
S (2.699, 2.630, -3.797)
F (4.662, 1.269, 0.516)
F (5.146, 1.502, -1.582)
N (-2.218, -1.341, 0.038)
N (0.653, -2.466, -0.820)
N (-1.968, -3.257, 1.773)
N (0.426, -0.336, 1.205)
N (-1.150, -3.942, 2.630)
N (-0.402, -1.273, 1.757)
N (-1.670, -0.556, -0.933)
N (-0.326, -3.032, -0.055)
N (0.970, 9.976, -1.662)
C (-0.321, -4.358, -0.230)
C (4.111, 1.325, -0.731)
C (0.679, -4.681, -1.114)
C (0.353, 6.626, -2.489)
C (0.932, 0.384, 2.216)
C (-2.438, 1.148, -2.586)
C (0.239, 5.256, -2.349)
C (0.875, 8.836, -1.548)
C (0.935, 5.432, -0.046)
C (0.523, 4.649, -1.124)
C (0.756, 7.400, -1.405)
C (-2.657, 0.158, -1.488)
C (-3.255, -4.711, 2.828)
C (-3.533, -1.093, 0.094)
C (-0.422, -1.121, 3.086)
C (0.418, 3.221, -0.987)
C (2.429, -3.302, -2.396)
C (1.924, 1.483, 2.047)
C (1.275, -3.468, -1.462)
C (0.386, 2.018, -0.878)
C (-3.860, -0.161, -0.861)
C (-3.239, -3.726, 1.879)
C (1.051, 6.803, -0.184)
C (0.411, -0.083, 3.423)
C (-1.916, -4.807, 3.266)
C (-1.333, -5.730, 4.292)
B (-1.258, -2.232, 0.887)
H (-4.103, -5.295, 3.148)
H (2.935, 1.094, 2.133)
H (1.372, 7.413, 0.649)
H (3.434, 2.174, -0.803)
H (-2.107, -6.365, 4.720)
H (-1.010, -4.987, 0.308)
H (-4.169, -1.561, 0.820)
H (-4.835, 0.244, -1.076)
H (-0.048, 4.640, -3.190)
H (2.792, -4.289, -2.677)
H (0.140, 7.101, -3.437)
H (1.818, 1.986, 1.090)
H (-0.864, -5.170, 5.101)
H (1.781, 2.222, 2.835)
H (0.630, 0.291, 4.410)
H (-3.403, 1.470, -2.974)
H (3.258, -2.767, -1.935)
H (-4.044, -3.391, 1.253)
H (-1.854, 0.728, -3.404)
H (0.964, -5.662, -1.454)
H (2.134, -2.765, -3.295)
H (-1.901, 2.024, -2.220)
H (-1.021, -1.768, 3.702)
H (-0.570, -6.372, 3.851)
H (1.164, 4.959, 0.899)

Largest force on an atom ... 0.480 eV Å⁻¹
E ... -91182.40472 eV
Orbital gap ... 6.76 eV
Relative energy (zero: lowest compared OMol25 entry of this formula, charge and spin) ... 0.4442 eV

Results of the Löwdin charge analysis, in e, for atoms 1 through 4:
1 Pb 0.814
2 Sb 0.476
3 S -0.044
4 S 0.507